(1)
ORCA calculation (ωB97M-V with the def2-TZVPD basis set) on a 2-piece molecular cluster, C33H27BF4O4 overall.

Results
Charge: 0
Frontier orbital gap (eV): 2.68
2S+1: 1

Atoms and positions in Å:
F: -0.807 -5.341 -0.170
C: -0.598 -4.432 -1.186
C: -0.296 -4.912 -2.460
C: -0.009 -3.958 -3.438
F: 0.274 -4.400 -4.714
C: -0.078 -2.594 -3.202
C: -0.602 -2.140 -1.959
C: -1.135 -0.796 -1.830
C: -2.546 -0.618 -1.927
C: -3.143 0.617 -2.349
C: -4.514 0.716 -2.507
F: -5.038 1.905 -2.970
C: -5.395 -0.333 -2.238
C: -4.812 -1.522 -1.807
F: -5.638 -2.574 -1.472
C: -3.439 -1.709 -1.698
C: -0.744 -3.085 -0.912
H: -0.304 -5.972 -2.680
H: 0.111 -1.875 -4.000
H: -0.484 0.055 -2.034
H: -2.487 1.442 -2.621
H: -6.466 -0.240 -2.365
H: -3.052 -2.699 -1.465
H: -1.059 -2.754 0.073
C: 2.680 4.968 3.101
C: 2.672 3.543 2.827
C: 3.467 2.504 3.232
C: 2.963 1.332 2.577
C: 1.891 1.702 1.798
B: 0.930 0.924 0.747
C: 1.519 -0.534 0.624
C: 2.281 -1.240 -0.279
C: 2.550 -2.530 0.293
C: 1.925 -2.546 1.516
C: 1.848 -3.521 2.579
O: 1.237 -1.375 1.684
C: -0.436 0.759 1.510
C: -1.051 1.368 2.577
C: -2.265 0.663 2.850
C: -2.345 -0.340 1.920
C: -3.346 -1.335 1.608
O: -1.230 -0.295 1.131
C: 1.113 1.958 -0.440
C: 0.270 2.767 -1.168
C: 1.073 3.730 -1.871
C: 2.377 3.433 -1.558
C: 3.637 4.093 -1.838
O: 2.409 2.325 -0.748
O: 1.733 3.062 1.945
H: 3.531 5.183 3.757
H: 2.795 5.557 2.180
H: 1.763 5.301 3.607
H: 4.321 2.574 3.898
H: 3.385 0.340 2.690
H: 2.638 -0.880 -1.243
H: 3.145 -3.333 -0.131
H: 2.222 -4.474 2.201
H: 2.472 -3.231 3.434
H: 0.823 -3.661 2.932
H: -0.690 2.219 3.147
H: -2.987 0.869 3.632
H: -4.035 -1.417 2.454
H: -3.923 -1.058 0.715
H: -2.896 -2.317 1.430
H: -0.816 2.713 -1.174
H: 0.737 4.560 -2.484
H: 3.454 4.862 -2.590
H: 4.017 4.601 -0.942
H: 4.401 3.396 -2.202

(2)
ORCA calculation (ωB97M-V with the def2-TZVPD basis set) on C13H21CeO6S as an isolated structure.

Results
<S²>: 0.75
Charge: +2
Frontier orbital gap (alpha / beta) (eV): 9.28 / 9.55
2S+1: 2

Atoms and positions in Å:
Ce: -0.115 0.230 1.352
C: 1.281 -0.921 3.806
O: 1.780 -0.459 2.502
C: 2.576 -1.428 1.749
C: 1.781 -2.012 0.594
O: 1.171 -0.963 -0.235
C: 2.056 -0.228 -1.117
C: 1.502 1.166 -1.269
O: 1.244 1.758 0.031
C: 2.371 2.485 0.591
H: 2.117 -1.069 4.477
H: 0.636 -0.142 4.208
H: 0.724 -1.843 3.686
H: 3.462 -0.907 1.405
H: 2.893 -2.233 2.408
H: 2.422 -2.643 -0.016
H: 0.956 -2.622 0.946
H: 3.058 -0.220 -0.690
H: 2.085 -0.721 -2.086
H: 2.194 1.789 -1.830
H: 0.553 1.143 -1.793
H: 2.609 3.326 -0.054
H: 2.073 2.858 1.566
H: 3.233 1.827 0.694
C: -2.546 0.793 -4.042
C: -2.481 0.449 -2.576
C: -2.805 -0.837 -2.140
C: -2.826 -1.166 -0.800
C: -2.532 -0.183 0.138
C: -2.170 1.112 -0.271
C: -2.154 1.410 -1.617
S: -2.470 -0.684 1.840
O: -3.639 -1.256 2.371
O: -1.236 -1.573 1.789
O: -1.912 0.552 2.493
H: -2.112 0.007 -4.661
H: -2.039 1.731 -4.259
H: -3.590 0.898 -4.348
H: -3.067 -1.598 -2.868
H: -3.099 -2.169 -0.488
H: -2.060 1.918 0.441
H: -1.924 2.423 -1.927

(3)
ORCA calculation (ωB97M-V with the def2-TZVPD basis set) on C15H14N8PtSTe4 as an isolated structure.

Results
Charge: 0
Frontier orbital gap (eV): 5.62
2S+1: 1

Atoms and positions in Å:
Pt: 0.123 0.149 0.281
Te: 1.866 -0.381 -1.545
Te: 0.611 -0.420 -3.980
Te: -2.024 -0.545 -3.304
Te: -2.041 -0.836 -0.566
N: 2.236 0.089 2.776
C: 2.643 0.965 1.854
N: 3.926 1.311 1.860
C: 4.283 2.151 0.893
N: 5.578 2.504 0.829
N: 3.468 2.664 -0.042
C: 2.219 2.258 0.018
N: 1.711 1.450 0.985
C: 1.263 2.932 -0.936
C: 1.731 3.634 -2.032
C: 0.794 4.184 -2.894
C: -0.557 4.026 -2.626
C: -0.927 3.330 -1.486
N: -0.030 2.804 -0.661
H: 2.909 -0.266 3.430
H: 1.288 -0.250 2.760
H: 6.175 2.269 1.602
H: 5.834 3.255 0.213
H: 2.793 3.712 -2.209
H: 1.118 4.715 -3.779
H: -1.313 4.419 -3.291
H: -1.969 3.159 -1.238
N: -0.985 2.690 2.073
C: -1.317 1.505 2.590
N: -0.851 0.352 2.156
C: -1.444 -0.717 2.853
C: -1.188 -2.063 2.615
C: -1.834 -3.001 3.401
C: -2.710 -2.614 4.415
C: -2.961 -1.276 4.661
C: -2.320 -0.337 3.865
S: -2.427 1.402 3.928
H: -0.579 2.685 1.124
H: -1.548 3.484 2.324
H: -0.516 -2.346 1.815
H: -1.658 -4.053 3.219
H: -3.198 -3.367 5.019
H: -3.636 -0.971 5.449

no.,maximum force (eV/A)
1,2.2
2,5.1
3,1.0